{"formula": "C47H60BCsN5O5", "method": "ωB97M-V with the def2-TZVPD basis set", "orbital_gap_ev": 4.732, "homo_energy_ha": -0.111, "largest_force_ha_per_bohr": 0.0555, "total_charge": -1, "elements": ["C", "C", "H", "N", "C", "C", "C", "C", "C", "C", "H", "C", "H", "H", "C", "C", "C", "C", "H", "H", "H", "C", "C", "H", "H", "H", "N", "H", "H", "H", "H", "H", "C", "O", "N", "H", "C", "C", "H", "H", "C", "H", "H", "O", "O", "C", "H", "H", "C", "H", "H", "C", "C", "H", "C", "H", "C", "C", "H", "H", "C", "C", "H", "H", "H", "H", "H", "C", "C", "H", "H", "C", "C", "H", "H", "C", "C", "C", "H", "H", "H", "H", "O", "H", "H", "H", "H", "C", "C", "H", "H", "O", "C", "H", "C", "C", "C", "N", "H", "H", "N", "C", "H", "C", "C", "C", "H", "H", "H", "B", "H", "C", "H", "H", "Cs", "C", "H", "H", "H"], "coordinates": [[-2.9414, -1.9930, -2.0246], [-3.1106, 0.8964, 1.2657], [-0.8673, -0.5732, 5.4593], [3.2881, -1.0996, 2.2795], [-0.9377, 3.5905, 3.6108], [-0.8867, 1.4779, 4.7996], [-3.1844, 0.9396, -3.2527], [4.9006, -2.6515, 1.9794], [2.4880, -3.8182, -1.6478], [0.1544, -2.9444, -4.2437], [3.9387, 2.5969, -0.2733], [-0.4677, -3.4894, 1.4512], [-3.7803, -1.5943, 0.2856], [-1.1959, -1.4417, 1.3492], [-0.6666, -2.0970, 2.0422], [0.3446, -2.9415, -0.9681], [-4.1477, 1.0041, -1.0194], [2.6770, -4.3993, -0.4102], [-4.8996, -1.1899, 1.5911], [-1.7700, -0.5219, -3.8314], [4.1063, 5.2810, -3.6031], [4.2175, 3.9363, -1.9249], [-4.8759, 2.1276, -1.4019], [-3.8592, -0.9550, -5.1135], [1.6213, -0.6333, -4.4085], [-3.6240, 0.5528, -6.0059], [-0.8615, -2.2139, -1.2418], [-2.3674, -4.2980, 2.0896], [-2.1699, 0.3987, 6.1475], [1.6180, 5.3472, -3.5546], [-2.4246, -3.5425, 0.4952], [0.0598, -4.0332, -4.2470], [-1.5838, 0.2195, 5.2428], [4.8925, -1.9527, -0.8828], [4.5618, -2.5676, 3.2965], [0.2978, -1.6297, 2.2599], [0.4365, 1.7197, 5.1429], [1.4888, -0.9778, -3.3786], [-5.4757, -1.2613, -0.0804], [-0.3498, 5.0903, -1.7994], [-1.2256, 1.2864, -4.7946], [1.8350, -4.6975, 1.5265], [3.7126, -0.9450, 5.4653], [6.2645, -3.6953, 0.3610], [-0.6339, 3.3827, -0.7806], [-4.7749, 2.6614, -2.6745], [0.8898, 4.7101, 3.6419], [0.6207, -0.4803, -2.9434], [2.5297, 3.1093, 5.1094], [-5.5379, 2.5915, -0.6783], [-0.7924, -2.5286, -3.9148], [3.4567, 3.2372, -1.0086], [-1.6785, 4.5941, 2.7689], [-2.2312, 5.2973, 3.3970], [-1.8144, -4.1547, 1.1571], [2.3642, -0.6853, -2.7960], [1.4904, 4.0191, -1.8702], [-2.2910, 0.3091, -4.2997], [-1.2394, -2.1673, 2.9721], [-2.4565, -0.7657, -6.1739], [4.0961, -1.7300, 1.3494], [1.3227, -2.4971, -3.3643], [-3.2560, 0.5487, 2.2913], [2.6516, 3.1612, 6.1933], [-0.3858, 3.6573, -2.8168], [5.2957, 3.8594, -1.9121], [0.3297, -2.6166, -5.2730], [4.0468, -1.3687, -0.0904], [2.1738, 4.7583, -2.8349], [-3.8573, 2.4675, -4.5968], [-1.6731, 2.1611, -5.2752], [2.9673, -1.2784, 4.7405], [3.5955, -1.6281, 3.4372], [2.9042, 4.0388, 4.6817], [2.4381, -2.1331, 5.1664], [0.5233, -3.5396, 0.2949], [1.6928, -4.2553, 0.5460], [3.5534, 4.7182, -2.8617], [-3.9235, -2.1625, -2.4396], [5.0028, -3.1622, 3.9825], [-2.3908, 4.1009, 2.1093], [-2.9685, 1.9790, 1.2759], [6.4353, -4.3124, 2.5192], [-2.2649, -0.1415, 4.4715], [-0.5244, 2.4234, -0.8923], [5.4765, -2.6828, -0.3962], [3.2667, -3.9077, -2.3958], [-3.9335, 2.0612, -3.5940], [-4.6331, -0.9741, 0.5527], [-0.5718, 0.7972, -5.5196], [2.2518, -0.4766, 4.5741], [3.2503, -0.5258, -0.4956], [5.9680, -3.6476, 1.5890], [-1.6764, -5.1320, 0.6895], [1.0882, 2.8811, 4.7369], [-1.9571, -2.8783, -1.7956], [1.3432, -3.0865, -1.9571], [-2.5136, -0.7284, -1.5990], [-5.1833, 1.0600, 0.7979], [3.1596, 2.2936, 4.7480], [2.1224, 3.2787, -0.9674], [0.3891, 3.8062, 3.9739], [0.9752, 0.9849, 5.7326], [-3.1081, -0.2467, -5.4672], [-1.5615, 2.4268, 4.0376], [-4.3148, 0.5157, 0.4093], [2.2214, -2.9058, -3.8374], [-0.9908, 5.1650, 2.1457], [-2.5877, 2.2416, 3.7473], [-1.1290, -0.7634, -1.0787], [-2.1975, 0.4490, 0.8627], [-3.2835, 0.4133, -1.9519], [-0.6073, 1.6223, -3.9605], [-5.3539, 3.5353, -2.9481], [1.5556, 0.8557, 0.5172], [-0.0287, 4.0468, -1.8544], [3.5918, -4.9350, -0.1886], [-1.9518, -3.9410, -1.9836], [0.0068, -4.0887, 2.2354]], "forces_ev_per_a": [[0.0296, 0.0508, -0.0741], [0.0293, 0.0332, -0.0072], [0.0023, -0.0024, -0.0003], [0.0656, 0.0289, -0.1859], [0.0127, -0.0081, -0.0402], [0.0074, -0.0268, -0.0076], [-0.0371, -0.0263, 0.0835], [-0.0202, 0.0536, 0.0354], [0.0124, -0.0275, 0.0111], [0.0609, -0.0291, -0.0016], [0.0017, 0.0360, -0.0425], [-0.0682, -0.0088, 0.0030], [-0.0304, 0.0098, 0.0427], [0.0030, -0.0264, 0.0062], [0.0296, 0.1161, -0.0166], [-0.0273, 0.0147, 0.0023], [-0.0346, 0.0259, 0.0135], [0.0041, -0.0167, 0.0055], [-0.0189, 0.0111, 0.0014], [0.0448, -0.0675, 0.0763], [0.0041, -0.0025, -0.0024], [0.0230, -0.0001, -0.0136], [-0.0209, 0.0235, 0.0320], [0.0004, -0.0008, -0.0033], [-0.0178, 0.0252, -0.0240], [-0.0055, -0.0033, -0.0011], [0.1195, -0.0937, -0.0552], [0.0035, 0.0026, 0.0048], [-0.0035, -0.0089, -0.0004], [-0.0032, -0.0013, -0.0026], [-0.0084, -0.0168, 0.0048], [-0.0084, 0.0003, 0.0009], [-0.0130, 0.0219, -0.0018], [0.3081, -0.2549, 0.0138], [-0.0359, -0.0064, -0.0095], [0.0247, -0.0244, 0.0805], [-0.0086, 0.0078, 0.0092], [0.0224, 0.0156, 0.0195], [0.0067, -0.0155, -0.0115], [-0.0029, -0.0020, -0.0042], [0.0119, -0.0062, 0.0158], [-0.0108, -0.0073, -0.0025], [-0.0113, 0.0075, 0.0094], [-0.2394, 0.2790, -0.1491], [0.2036, -0.0327, 0.0553], [0.0077, -0.0081, -0.0216], [0.0131, -0.0112, -0.0249], [-0.0371, 0.0110, 0.0216], [-0.0153, -0.0145, -0.0137], [-0.0014, -0.0078, 0.0078], [-0.0971, 0.0647, 0.0451], [0.0003, 0.0239, -0.0094], [0.0212, 0.0188, 0.0122], [-0.0004, 0.0008, 0.0013], [0.0111, 0.0389, 0.0126], [-0.0168, -0.0038, -0.0273], [-0.0888, 0.0323, 0.0698], [0.0522, -0.0039, -0.0132], [0.0029, 0.0240, 0.0084], [-0.0009, 0.0048, -0.0066], [0.1374, -0.0809, 0.0450], [-0.0447, 0.0404, -0.0179], [-0.0032, -0.0009, 0.0511], [0.0065, 0.0003, 0.0002], [0.0101, 0.0062, 0.0012], [0.0018, -0.0010, -0.0009], [0.0026, -0.0080, 0.0109], [0.0171, -0.0290, 0.1540], [0.0223, 0.0049, -0.0442], [0.0046, -0.0012, 0.0042], [0.0098, -0.0040, 0.0121], [0.0113, -0.0016, -0.0059], [-0.0820, -0.0608, 0.0050], [0.0039, 0.0017, 0.0030], [-0.0021, 0.0010, 0.0026], [0.0109, -0.0233, -0.0292], [0.0287, 0.0431, 0.0449], [-0.0343, -0.0105, 0.0280], [-0.0040, -0.0218, 0.0028], [0.0224, -0.0058, -0.0128], [-0.0165, -0.0077, -0.0175], [0.0121, 0.0198, 0.0125], [-0.0389, 0.0281, 0.0597], [0.0041, -0.0030, 0.0028], [-0.2824, -0.1225, -0.0877], [-0.0048, 0.0179, 0.0284], [-0.0120, 0.0074, 0.0036], [-0.0116, -0.0044, 0.0255], [-0.0123, 0.0058, 0.0283], [0.0142, 0.0035, -0.0183], [-0.0023, -0.0036, -0.0065], [1.9413, -1.4308, -0.8519], [0.0703, -0.0661, -0.1432], [-0.0062, -0.0022, -0.0034], [0.0373, 0.0177, 0.0117], [0.0338, 0.0096, -0.0359], [-0.0721, -0.0273, 0.0331], [-0.0122, -0.0975, -0.1882], [0.0058, -0.0001, 0.0117], [0.0060, 0.0011, 0.0007], [0.1669, 0.3958, -0.3631], [0.0308, -0.0001, -0.0114], [-0.0074, 0.0081, 0.0197], [0.0024, -0.0090, 0.0143], [0.0323, -0.0034, 0.0035], [-0.0313, -0.0563, -0.0231], [-0.0081, 0.0084, 0.0142], [-0.0001, -0.0004, -0.0015], [-0.0428, -0.0121, -0.0129], [0.1156, 0.3505, -0.2025], [-0.0240, 0.0291, 0.0032], [0.0473, 0.0165, 0.0151], [0.0097, 0.0064, 0.0082], [0.0013, 0.0052, -0.0005], [-2.2503, 0.9150, 1.4991], [-0.0497, -0.0389, 0.0045], [0.0107, -0.0054, -0.0063], [-0.0043, -0.0074, -0.0029], [-0.0273, -0.0137, -0.0090]], "lowdin_charge": [-0.12, -0.06, 0.07, 0.11, -0.26, -0.26, -0.12, -0.08, -0.04, -0.06, 0.09, -0.35, 0.05, 0.03, -0.06, -0.10, -0.12, -0.08, 0.08, 0.10, 0.10, -0.06, -0.05, 0.08, 0.08, 0.07, 0.01, 0.08, 0.08, 0.12, 0.05, 0.08, -0.04, 0.12, 0.17, 0.06, -0.03, -0.06, 0.08, 0.13, -0.06, 0.11, 0.08, -0.01, -0.08, -0.09, 0.12, 0.03, -0.05, 0.10, 0.05, -0.17, -0.04, 0.08, -0.05, 0.07, -0.25, -0.37, 0.07, 0.07, -0.14, -0.35, 0.06, 0.08, 0.12, 0.10, 0.08, -0.52, -0.03, 0.10, 0.07, 0.00, -0.37, 0.07, 0.08, -0.12, -0.04, -0.07, 0.12, 0.16, 0.07, 0.07, 0.00, 0.06, 0.02, 0.07, 0.11, -0.05, -0.05, 0.08, 0.05, -0.34, -0.61, 0.08, -0.27, -0.13, -0.11, -0.03, 0.12, 0.08, -0.02, -0.02, 0.11, -0.06, -0.02, -0.35, 0.12, 0.08, 0.11, -0.37, 0.03, -0.12, 0.06, 0.09, 1.09, -0.21, 0.11, 0.12, 0.12]}